1.
{"formula": "C6H7NO", "method": "the ωB97M-V functional and the def2-TZVPD basis", "de_lowest_kj_mol": 590.0, "e_lumo_ha": 0.008, "smiles": "C=C/C(C#CC)=N/O", "species": ["O", "N", "C", "C", "C", "C", "C", "C", "H", "H", "H", "H", "H", "H", "H"], "xyz": [[0.129538, 2.640941, -0.075443], [1.309875, 1.825515, -0.029229], [-1.406489, -0.373674, 0.026936], [-0.252400, -0.013220, -0.305204], [0.999800, 0.550344, -0.028669], [-2.898324, -0.409556, 0.064041], [2.189993, -0.377017, 0.146932], [2.034593, -1.753527, -0.148784], [3.195351, 0.130114, 0.753339], [3.158642, -2.114281, 0.092637], [1.144964, -2.254451, -0.658319], [-3.474180, 0.533898, 0.547506], [0.480924, 3.476990, -0.223379], [-3.549514, -0.564123, -0.917638], [-3.062777, -1.297957, 0.755267]], "forces_ev_per_angstrom": [[-0.04, -3.21, 0.03], [-1.81, -1.03, 0.61], [1.86, 2.47, -2.66], [-4.71, -1.13, 2.19], [3.39, 1.39, -0.55], [-2.09, -0.36, 0.94], [-0.29, -1.46, 0.82], [3.85, 3.47, 1.14], [-3.13, -1.76, -2.21], [-3.18, -0.68, -0.92], [1.63, 0.76, 0.98], [2.01, -1.97, -0.86], [1.04, 2.40, -0.34], [2.12, 0.04, 1.71], [-0.66, 1.06, -0.87]]}

***

2.
{"formula": "C16H27N4OsS2Sb", "method": "the ωB97M-V functional and the def2-TZVPD basis", "de_lowest_kj_mol": 17.4, "total_charge": 2, "e_lumo_ha": -0.315, "species": ["Os", "Sb", "S", "S", "N", "N", "N", "N", "C", "C", "C", "C", "C", "C", "C", "C", "C", "C", "C", "C", "C", "C", "C", "C", "H", "H", "H", "H", "H", "H", "H", "H", "H", "H", "H", "H", "H", "H", "H", "H", "H", "H", "H", "H", "H", "H", "H", "H", "H", "H", "H"], "xyz": [[1.435084, -1.462316, 0.260651], [2.156439, -0.803222, -2.159116], [-0.142631, 0.043562, 0.417859], [2.774268, -0.016084, 1.186220], [0.548842, -5.182288, 2.378257], [0.908875, -3.276135, 0.891314], [-1.264112, 2.859630, 2.521890], [2.817725, 2.743398, 3.638001], [-0.261273, 0.612284, -3.334927], [0.409248, 1.131472, 1.624400], [2.337228, 2.012057, 2.895344], [0.735146, -4.192132, 1.606543], [4.500308, -2.348637, -3.460032], [0.555608, -0.643201, -3.602752], [-0.671345, -5.264447, 3.209331], [-0.295019, -1.898373, -3.697932], [1.492323, -6.316301, 2.412942], [3.659741, 1.110060, -3.932157], [3.459223, -2.541338, -2.357685], [2.684035, -3.838747, -2.552413], [2.957956, 2.180783, -1.776656], [1.741696, 1.097434, 1.985020], [-0.516094, 2.086842, 2.121718], [3.457372, 0.905211, -2.435123], [1.747628, -6.513292, 3.452051], [-1.039441, -1.758831, -4.482963], [5.138902, -3.232556, -3.493294], [4.428321, 1.871122, -4.075809], [1.010701, -7.187329, 1.971419], [3.722255, 2.951297, -1.889121], [-0.364858, -5.472325, 4.232095], [-0.826358, 0.528616, -2.404171], [0.283588, -2.785183, -3.949758], [2.391101, -6.062982, 1.856667], [2.757058, 2.077539, -0.710052], [-0.983312, 0.739051, -4.142860], [3.978213, 0.215847, -4.464717], [0.345256, 1.517609, -3.295151], [1.845645, -3.962175, -1.859604], [-1.205650, -4.319763, 3.168953], [2.747162, 1.484159, -4.400761], [2.052975, 2.553284, -2.258050], [3.360456, -4.683798, -2.419059], [-1.303464, -6.067476, 2.833869], [-0.837766, -2.084739, -2.768739], [2.289813, -3.904983, -3.566625], [1.151197, -0.518808, -4.513111], [4.389302, 0.583664, -1.959975], [5.143218, -1.487507, -3.286176], [3.993527, -2.557520, -1.399983], [4.032677, -2.250366, -4.440506]], "forces_ev_per_angstrom": [[-0.17, 0.15, 0.09], [0.38, -0.15, -0.26], [0.21, 0.07, 0.20], [-0.18, 0.03, 0.17], [-0.10, 0.05, -0.04], [-0.03, 0.00, 0.01], [-0.12, 0.07, 0.03], [0.09, 0.07, 0.06], [0.01, 0.03, 0.06], [0.38, -0.30, -0.11], [-0.07, 0.05, 0.06], [0.15, 0.14, -0.01], [-0.07, 0.07, 0.01], [0.27, -0.05, -0.05], [-0.11, -0.03, 0.05], [0.02, -0.04, 0.09], [0.12, -0.11, -0.04], [-0.08, 0.00, -0.09], [0.07, 0.07, -0.18], [-0.15, 0.01, 0.03], [-0.14, 0.06, 0.07], [-0.24, -0.18, -0.32], [0.02, 0.10, 0.05], [-0.06, 0.00, 0.16], [0.00, 0.00, -0.02], [-0.02, 0.01, -0.01], [0.03, -0.02, 0.00], [0.01, 0.00, -0.02], [0.02, 0.00, 0.03], [0.01, 0.02, 0.01], [-0.02, 0.01, 0.00], [-0.01, 0.03, -0.04], [0.01, -0.01, 0.01], [-0.02, -0.02, 0.00], [0.03, -0.04, 0.01], [-0.02, 0.00, -0.01], [0.04, -0.03, 0.00], [-0.01, -0.02, 0.00], [0.06, -0.01, -0.01], [-0.01, 0.00, 0.00], [0.01, 0.00, -0.01], [0.01, 0.00, 0.00], [0.01, -0.03, 0.01], [0.02, 0.01, 0.02], [-0.02, -0.02, 0.01], [-0.02, 0.00, 0.00], [-0.11, 0.01, -0.05], [-0.04, -0.06, -0.02], [0.02, 0.03, -0.01], [-0.14, 0.04, 0.06], [0.01, 0.00, -0.03]]}

***

3.
{"formula": "C36H100O14", "method": "the ωB97M-V functional and the def2-TZVPD basis", "de_lowest_kj_mol": 0.0, "e_lumo_ha": 0.013, "species": ["O", "O", "O", "O", "O", "O", "O", "O", "O", "O", "O", "O", "O", "O", "C", "C", "C", "C", "C", "C", "C", "C", "C", "C", "C", "C", "C", "C", "C", "C", "C", "C", "C", "C", "C", "C", "C", "C", "C", "C", "C", "C", "C", "C", "C", "C", "C", "C", "C", "C", "H", "H", "H", "H", "H", "H", "H", "H", "H", "H", "H", "H", "H", "H", "H", "H", "H", "H", "H", "H", "H", "H", "H", "H", "H", "H", "H", "H", "H", "H", "H", "H", "H", "H", "H", "H", "H", "H", "H", "H", "H", "H", "H", "H", "H", "H", "H", "H", "H", "H", "H", "H", "H", "H", "H", "H", "H", "H", "H", "H", "H", "H", "H", "H", "H", "H", "H", "H", "H", "H", "H", "H", "H", "H", "H", "H", "H", "H", "H", "H", "H", "H", "H", "H", "H", "H", "H", "H", "H", "H", "H", "H", "H", "H", "H", "H", "H", "H", "H", "H"], "xyz": [[1.592902, 3.385094, 3.212828], [-3.601326, -2.627767, 1.061158], [0.475280, -3.175077, -3.883395], [3.971247, 0.450505, 0.677921], [2.836345, -2.373108, -2.453631], [-1.476314, -1.328775, -5.394350], [1.506079, -0.301882, -1.055066], [1.227377, 4.864584, -4.440683], [-2.460470, -1.402210, 3.163381], [0.018466, 4.523170, 1.119079], [0.288349, -1.183487, 3.802212], [4.488964, -4.791686, 1.881870], [-5.377931, -1.246738, -0.900024], [2.191372, 0.589087, 2.900755], [-2.701563, -1.254977, -3.265744], [-2.139396, -4.576168, 1.130197], [-4.424262, 0.723081, 0.047340], [-2.908765, 0.469869, -5.069129], [0.354227, -5.245098, -2.526631], [3.256656, 2.498354, -0.113571], [-2.166990, 4.073909, 1.682488], [-2.479068, 1.039369, 3.505123], [4.050250, -2.824601, 0.693028], [2.586638, 3.754405, 5.333853], [-6.452844, -0.279553, 1.036381], [-0.154349, 1.025121, -0.044669], [3.617176, -4.234427, 0.880463], [0.110929, -0.288410, -0.795319], [1.657884, -5.164348, -4.630745], [5.191906, 2.375375, 1.500984], [-5.729828, -0.015608, -0.225818], [-3.563329, -3.974650, 1.316482], [0.423119, -4.635615, -3.873107], [-0.046999, 4.323181, -2.422363], [3.940859, -1.758987, -3.130087], [0.685393, 5.182256, 4.616139], [3.474976, -0.353691, -3.608186], [-3.154888, -0.330077, 3.839865], [5.105259, -1.564096, -2.205890], [1.931128, 4.363443, 4.136371], [2.139802, -4.291916, 1.132403], [-0.396243, -1.510435, -0.056736], [-1.343775, 4.909260, 0.788088], [-3.274020, -0.538882, 5.331036], [1.121830, 3.961217, -3.341211], [-4.582686, -4.682435, 0.412393], [0.991264, 2.544880, -3.956335], [4.483185, 1.727316, 0.310263], [-1.514072, 6.403678, 1.020729], [-1.963292, -0.500848, -4.374083], [-5.585190, -4.239475, 0.414137], [1.802291, -5.332265, 1.308236], [4.634068, -0.167883, 0.968913], [1.989017, -0.252964, -0.232109], [2.543087, -5.097985, -3.987032], [-3.072152, 1.852473, 3.957078], [3.751084, -4.803782, -0.081933], [3.326037, -2.323198, 0.062654], [-0.094897, 5.383964, -2.215953], [-2.206693, -5.661193, 1.148686], [0.946054, 3.723058, 2.586216], [-2.429061, 1.129344, 2.419607], [1.850458, -4.613959, -5.549799], [1.972595, 1.520550, 3.026100], [4.189504, -2.370375, -3.983673], [-0.100036, -2.412415, -0.570532], [-1.511846, -1.260014, 3.418106], [3.977066, -2.406945, 1.725639], [-0.512380, -4.864457, -4.414054], [-3.891501, 0.015235, -5.272580], [4.304201, -5.735347, 1.885721], [0.863443, 1.719864, -3.242357], [-0.737385, 6.935261, 0.543421], [3.380370, 3.039835, 5.076956], [3.599490, 0.372331, -2.813524], [-1.933128, 3.044458, 1.508120], [-1.948586, 4.391613, 2.702641], [-4.529113, 1.610996, 0.713413], [5.182906, 1.625338, -0.533595], [0.143951, 3.853999, -1.459955], [-2.263388, -0.666004, 5.803486], [-1.002607, 3.950847, -2.844810], [1.512293, -3.994238, 0.299980], [5.845644, -0.859524, -2.654433], [-5.789212, -0.830333, 1.744960], [6.076121, 1.826420, 1.846039], [5.647398, -2.494472, -1.974077], [-3.870392, -1.412066, 5.592278], [0.689360, -1.817738, 4.403852], [-1.455040, -4.320600, 1.941114], [1.291151, -5.254229, -2.005361], [-3.110715, -2.165329, 1.770683], [-3.153156, -0.533902, -2.576263], [-6.905075, 0.591338, 1.499191], [-1.460747, 1.133977, 3.923466], [2.873681, 0.553734, 2.228637], [-3.806071, 0.359133, 5.691175], [-0.062273, 4.512668, 5.051453], [-3.976437, -4.129739, 2.290920], [0.696831, 4.935713, 0.569812], [-2.416861, 0.951861, -5.911739], [1.998902, -3.599043, 1.976533], [-3.212831, 1.270041, -4.330828], [-4.649925, -5.725535, 0.758757], [2.652300, 2.004302, -0.896638], [3.554963, 3.449636, -0.581865], [2.422353, -0.405909, -3.840229], [0.963878, -0.608398, 3.472795], [2.649894, 2.661522, 0.755570], [-2.488051, 6.741998, 0.685409], [-3.985574, 1.007102, -0.914559], [0.130155, 1.879633, -0.647886], [-4.823818, -1.795805, -0.313693], [-0.389916, -0.268902, -1.772158], [4.774230, -1.137821, -1.251753], [5.067064, -2.791325, 0.374600], [0.035842, 2.486570, -4.538746], [-1.164132, 0.015327, -3.884986], [-1.839578, -4.258199, 0.124599], [-2.006298, -1.879547, -2.657714], [0.073526, -1.571965, 0.942567], [-0.123751, -6.240893, -2.580513], [-3.228350, 4.243232, 1.524491], [-0.918103, -2.030230, -4.973966], [2.511892, -1.757488, -1.748964], [-1.213955, 1.107525, 0.263606], [0.435579, 4.834930, -4.976672], [-3.767894, 0.048952, 0.593615], [1.246627, -2.856029, -3.356431], [4.095654, -0.106180, -4.446099], [0.319091, 1.024211, 0.941108], [-4.148752, -0.351670, 3.407612], [2.585581, 5.102737, 3.632098], [-6.369383, 0.539437, -0.883199], [-3.486545, -1.951265, -3.637177], [4.510500, 2.553960, 2.323742], [-4.266445, -4.691401, -0.624888], [-1.480328, -1.422590, 0.002041], [1.528173, -6.208508, -4.933013], [-7.294333, -0.944850, 0.863397], [2.082696, 4.149208, -2.861627], [-1.455275, 4.565226, -0.249789], [5.468357, 3.343103, 1.079541], [0.983073, 5.858111, 5.418448], [-0.330385, -4.640911, -1.889635], [0.216057, 5.783920, 3.822330], [1.760583, 2.319574, -4.705784], [1.879661, 3.310903, 6.054403], [3.094673, 4.554506, 5.814005], [-1.468343, 6.643559, 2.102635]], "forces_ev_per_angstrom": [[-0.17, -1.30, -0.44], [0.17, 1.77, -0.55], [0.02, -0.56, 0.61], [-0.90, -0.55, -0.11], [0.00, -0.33, 0.53], [0.96, -1.32, 0.27], [0.42, -0.72, -0.84], [0.24, 0.60, 0.00], [0.80, 0.86, 0.98], [0.44, -0.15, 0.46], [-1.37, -1.06, 0.57], [-0.97, 0.00, -0.28], [-0.53, 0.42, 0.03], [-0.38, -0.32, 0.45], [0.16, -0.80, 0.37], [-1.28, 0.02, 0.08], [-0.17, 0.78, 0.16], [-0.64, 1.13, 1.74], [-1.88, 0.22, 1.38], [0.24, 0.51, -1.27], [-0.70, 0.42, 0.59], [-0.40, -0.63, 0.51], [-0.71, 0.24, 1.70], [0.47, -0.65, 0.07], [-0.52, -1.30, 1.31], [-1.31, -0.67, 0.54], [0.54, -1.22, -2.21], [-0.45, 0.79, 0.39], [-0.31, -0.22, -0.09], [-0.04, 0.36, -1.09], [1.53, -0.73, -0.03], [-0.34, -1.71, -0.59], [0.69, 1.06, -1.69], [0.31, -0.76, -0.16], [-1.23, 1.69, 0.53], [0.31, -0.30, -0.18], [0.33, -1.25, 0.40], [0.71, 0.32, -0.60], [1.45, -0.05, 0.19], [-1.08, 1.82, 0.30], [-0.26, -0.59, 1.32], [0.66, 0.53, 0.48], [1.36, 0.21, -0.59], [0.50, 0.16, 0.34], [-0.28, -0.22, -1.22], [0.27, -0.42, 0.03], [-1.04, -0.11, -0.13], [0.17, -0.36, 0.30], [-0.81, -0.77, 0.93], [-1.67, -0.49, -0.15], [0.26, 0.09, 0.35], [0.18, 0.51, 0.54], [0.69, -0.20, 0.10], [0.26, 0.26, 0.65], [-0.12, 0.04, -0.10], [0.13, -0.20, -0.41], [0.37, 0.39, 0.61], [0.33, 0.23, -0.23], [-0.03, 0.37, -0.28], [-0.04, -0.20, -0.13], [-0.35, 0.24, -0.39], [-0.03, 0.20, 0.10], [-0.12, 0.21, 0.05], [-0.04, 0.41, 0.12], [-0.04, -0.37, -0.18], [-0.15, -0.34, -0.41], [-0.45, -0.55, -0.48], [0.15, 0.17, -0.61], [0.45, 0.11, 0.05], [0.62, -0.17, -0.57], [0.14, -0.10, 0.22], [0.49, 0.23, 0.10], [0.76, 0.80, -0.72], [-0.39, -0.06, -0.08], [0.07, 0.20, 0.17], [0.04, -0.63, 0.18], [0.02, -0.40, 0.20], [-0.16, -0.35, -0.61], [-0.10, -0.08, 0.16], [-0.26, -0.32, 0.11], [-0.88, 0.39, -0.31], [0.43, 0.29, 0.31], [0.33, 0.48, -0.35], [-0.48, -0.46, 0.24], [-0.40, 0.57, -0.27], [-0.19, 0.12, -0.18], [-0.24, 0.19, -0.09], [-0.01, -0.06, -0.14], [0.08, 0.15, -0.10], [0.09, 0.47, -0.31], [0.68, -0.27, 0.14], [-0.04, 0.10, -0.08], [-0.10, -0.18, -0.08], [0.36, 0.38, 0.15], [-0.33, -0.32, -0.16], [0.30, -0.01, -0.50], [0.41, -0.39, 0.36], [0.02, -0.08, -0.17], [0.24, -0.32, 1.20], [-0.44, 0.16, -0.15], [-0.30, -0.16, -0.21], [-0.76, -0.53, 0.04], [0.56, -0.49, -0.65], [-0.13, 0.26, -0.23], [0.40, -0.19, 0.49], [-0.06, -0.05, 0.46], [-0.23, 0.11, -0.47], [1.24, 0.92, -0.48], [-0.52, 0.31, 0.42], [-0.11, 0.12, -0.28], [0.22, 0.05, 0.30], [0.08, 0.13, 0.11], [-0.08, 0.35, 0.07], [0.29, 0.12, 0.06], [-0.02, 0.07, -0.32], [0.61, 0.32, -0.46], [0.50, 0.37, 0.38], [0.83, 0.72, 0.17], [0.45, -0.02, 0.36], [-0.27, 0.36, -0.43], [-0.44, 0.13, -0.14], [0.59, 0.26, 0.08], [-0.16, -0.04, -0.15], [-0.36, 0.66, -0.41], [0.09, -0.24, -0.88], [0.13, 0.04, -0.62], [-0.33, -0.15, -0.12], [0.24, -0.19, -0.13], [-0.27, -0.37, -0.36], [0.08, 0.57, -0.62], [0.61, 0.03, -0.22], [-0.27, 0.18, -0.13], [0.16, -0.31, 0.35], [-0.22, 0.23, -0.67], [0.40, 0.65, 0.04], [-0.21, -0.10, 0.19], [0.23, -0.01, -0.28], [-0.01, -0.34, 0.23], [0.00, -0.02, 0.23], [-0.12, -0.23, -0.20], [-0.05, -0.47, 0.38], [-0.46, 0.64, 0.08], [0.48, 0.20, 0.50], [0.10, 0.10, -0.06], [0.25, -0.30, -0.35], [0.23, -0.31, 0.12], [0.12, 0.13, 0.55], [0.19, 0.02, -0.47], [0.43, 0.72, 0.82], [0.10, -0.32, -0.47]]}

***

Record-wise HOMO values, in eV: -8.82 -15.39 -9.28
Record-wise E values, in eV: -9866.5432 -53647.6640 -67619.5778
Record-wise Kohn-Sham gap values, in eV: 9.03 6.83 9.64